A structure of composition C23H66BF3N2O15V2 in a non-equilibrium geometry. Source: OMol25; level of theory: ωB97M-V/def2-TZVPD.

The geometry in XYZ format:
```
112
Properties=species:S:1:pos:R:3:forces:R:3
V 0.824 0.870 0.261 1.47 1.87 -0.43
V -3.274 -0.835 1.030 0.27 0.01 0.90
C -0.437 3.607 -1.084 -0.53 -2.55 -0.16
O 0.231 3.021 -2.290 -0.05 1.89 -0.14
O 0.108 2.933 0.018 -0.79 1.64 -1.50
C -0.717 5.158 -1.161 1.69 1.53 0.95
F -1.054 5.814 0.025 0.56 -1.50 -1.21
F 0.383 5.803 -1.637 -0.87 -0.03 0.11
F -1.774 5.401 -1.980 1.02 -0.32 0.34
C -0.127 3.512 -3.618 1.13 -0.88 -0.74
C 0.873 2.811 -4.615 -0.36 0.54 0.84
H 0.937 1.727 -4.518 -0.35 -0.09 0.17
H 0.674 3.025 -5.665 -0.25 0.17 0.11
H 1.866 3.199 -4.390 0.07 0.03 -0.03
H 0.002 4.581 -3.786 0.27 0.13 0.62
H -1.168 3.343 -3.893 -0.19 -0.53 0.33
H -1.469 3.404 -1.370 -0.75 -1.33 0.87
B -1.193 -0.140 -0.165 -0.19 -0.14 0.14
H -1.008 0.757 -0.734 -0.03 2.81 -2.64
H -1.154 0.210 0.855 -0.07 1.11 4.08
H -2.116 -0.657 -0.374 -3.50 -1.73 -1.53
H -0.404 -0.873 -0.242 2.57 -2.86 -0.63
C 0.907 -0.042 3.097 1.00 -3.52 -1.71
C 2.114 -0.733 2.406 0.06 -1.60 1.55
O 1.915 -0.911 0.988 -0.90 0.83 1.33
O 0.891 1.175 2.512 -0.97 1.96 -0.30
H 0.957 -0.114 4.184 0.31 0.44 0.04
H 0.016 -0.583 2.777 -0.28 -0.27 0.13
H 2.253 -1.711 2.867 -0.12 -0.42 -0.07
H 3.032 -0.215 2.684 0.02 0.53 -0.57
H 2.651 -1.408 0.625 0.46 -0.25 -0.32
H 1.131 1.789 3.210 0.10 1.86 -0.42
C 0.483 -4.305 -3.243 0.39 1.44 1.83
C 0.775 -2.941 -2.553 -0.95 -1.75 1.06
O 0.564 -1.922 -3.450 0.59 1.33 -1.04
O -0.918 -4.426 -3.403 -0.06 -0.56 -0.06
H 0.717 -5.088 -2.522 0.47 -0.18 -0.43
H 1.150 -4.258 -4.104 -0.48 -0.82 -0.50
H 1.731 -2.872 -2.034 0.43 -0.04 -0.58
H 0.038 -2.836 -1.757 -0.24 -0.14 0.45
H -0.233 -2.138 -3.939 -0.39 0.13 -0.20
H -1.311 -3.922 -4.119 0.28 0.24 -0.36
C -1.960 -3.429 1.607 -1.11 -1.80 2.11
C -2.398 -3.464 0.212 0.35 0.91 -1.29
O -3.650 -2.766 0.104 -0.42 0.63 0.63
O -2.082 -2.143 2.292 0.93 -0.51 -1.25
H -1.009 -3.953 1.701 0.45 0.73 0.01
H -2.647 -4.038 2.193 -0.13 -0.46 -0.10
H -2.516 -4.484 -0.152 0.35 0.07 0.04
H -1.648 -2.884 -0.327 -0.09 -0.33 -0.75
H -4.222 -3.048 -0.614 0.23 -0.19 -0.24
H -2.166 -2.456 3.196 -0.24 0.73 0.36
C 4.906 -3.838 -0.272 0.30 1.79 -1.29
C 4.795 -3.707 -1.835 -2.16 -3.13 -0.81
O 3.802 -4.713 -2.401 0.59 1.57 0.73
O 3.941 -2.995 0.410 -0.05 0.23 -0.47
H 5.907 -3.424 -0.148 0.13 -0.04 0.86
H 4.839 -4.819 0.198 0.18 -0.25 -0.84
H 5.689 -3.909 -2.426 0.63 -0.15 0.89
H 4.443 -2.792 -2.312 -0.24 0.43 1.04
H 4.029 -5.591 -2.086 0.26 -0.05 0.03
H 3.626 -3.427 1.207 0.20 -0.25 -0.05
C -0.322 4.765 3.446 0.32 -1.00 0.40
C 1.161 4.696 3.589 1.35 -0.53 -1.08
O 1.716 3.358 3.843 -0.27 0.68 0.38
O -0.775 3.642 2.687 -0.34 0.83 0.85
H -0.440 5.717 2.928 -0.82 0.16 0.16
H -0.758 4.727 4.444 -0.54 0.20 -0.22
H 1.540 5.521 4.192 0.17 -0.47 0.66
H 1.579 4.910 2.605 0.07 -0.06 -0.20
H 1.763 3.135 4.776 -0.04 0.49 0.34
H -0.210 3.670 1.911 -0.11 -0.60 -1.22
C -2.891 -1.646 -3.684 -0.29 -0.03 -0.66
O -2.095 -2.263 -4.689 0.52 -0.79 0.14
H -3.801 -1.281 -4.160 0.07 0.59 0.20
H -3.242 -2.425 -3.007 0.41 -0.18 0.03
H -2.307 -0.903 -3.141 -0.28 0.20 0.05
H -1.822 -1.691 -5.409 -0.41 0.42 0.04
C 3.448 0.018 -3.221 0.68 -0.95 -1.63
C 2.943 0.224 -1.835 2.18 1.94 1.41
C 3.580 1.385 -1.118 -0.22 0.47 -0.17
O 2.977 1.627 0.174 0.13 0.30 -0.39
C 3.792 2.586 0.884 0.42 -0.48 0.42
N 1.493 0.287 -1.789 0.71 -1.24 0.24
H 3.092 -0.940 -3.601 -0.71 -0.20 0.06
H 4.507 -0.222 -3.322 0.37 0.78 0.42
H 3.156 0.722 -4.000 0.06 0.43 0.36
H 3.398 -0.596 -1.280 -1.09 -0.84 0.28
H 3.421 2.276 -1.725 0.45 0.33 0.06
H 4.622 1.112 -0.953 0.25 0.53 -0.16
H 3.267 3.049 1.719 -0.34 -0.19 -0.30
H 4.253 3.346 0.253 -0.61 0.10 -0.37
H 4.650 2.047 1.286 0.05 -0.18 0.22
H 1.081 0.997 -2.377 0.32 0.84 -0.20
H 1.560 -0.506 -2.411 -2.97 -1.05 0.03
C -3.675 1.704 4.515 -0.57 -0.05 1.36
C -3.439 0.471 3.637 0.19 1.47 -0.61
C -4.759 -0.252 3.558 -0.09 0.32 0.05
O -4.783 -1.291 2.541 0.79 0.30 -0.04
C -5.922 -2.186 2.597 -0.65 1.08 0.45
N -3.060 0.948 2.293 -0.32 -0.95 -0.57
H -3.042 2.591 4.494 0.78 -0.56 -0.66
H -3.700 1.424 5.568 -0.14 -0.08 0.10
H -4.652 2.130 4.290 -0.21 -0.14 -0.04
H -2.657 -0.199 3.994 0.16 0.20 0.09
H -5.482 0.532 3.335 -0.52 -0.36 -0.22
H -4.912 -0.569 4.590 -0.58 -0.81 -0.21
H -6.010 -2.419 3.658 -0.40 -0.54 -0.26
H -5.897 -3.048 1.930 0.99 0.03 0.25
H -6.794 -1.635 2.244 -0.19 0.16 0.35
H -2.298 1.604 2.387 0.79 0.05 -0.29
H -3.796 1.525 1.911 -0.51 0.47 0.18
```
Forces are in eV/Å.

Summary:
charge	+2
total energy	-4365.782022	Eh
2S+1	7

---

A cluster of 11 separate species, C23H68FN24O11S in total. Source: OMol25; level of theory: ωB97M-V/def2-TZVPD.

The geometry in XYZ format:
```
128
Properties=species:S:1:pos:R:3:forces:R:3
N 6.818 -0.577 -1.468 0.06 0.20 -0.01
C 6.134 0.007 -2.635 0.11 0.01 0.13
C 5.347 -1.037 -3.409 -0.12 -0.48 0.28
C 4.367 -1.797 -2.516 -0.27 0.29 0.08
C 3.152 -0.891 -2.273 -0.25 -0.29 -0.28
C 2.340 -1.278 -1.047 0.17 0.07 0.00
C 1.205 -2.247 -1.307 0.05 -0.03 0.06
C -0.123 -1.689 -1.853 -0.29 -0.17 -0.04
N -1.233 -2.514 -1.365 0.05 -0.20 -0.01
C -0.472 -0.233 -1.482 0.09 -0.03 0.15
C -1.301 0.439 -2.571 -0.42 -0.25 -0.37
C -2.587 -0.313 -2.913 -0.02 0.38 -0.06
N -3.553 -0.196 -1.817 0.22 -0.24 -0.20
C 0.686 0.706 -1.074 -0.12 0.25 -0.02
C 1.310 1.593 -2.167 0.19 -0.23 0.00
C 0.925 3.045 -2.121 0.23 -0.02 -0.03
O 1.628 3.958 -2.395 -0.19 -0.07 -0.03
F -0.331 3.244 -1.703 -0.16 0.22 0.09
N 1.751 -0.078 -0.309 0.23 0.07 -0.29
S 2.936 0.949 0.517 -0.22 0.11 0.67
H 7.722 -0.144 -1.332 0.04 -0.03 -0.04
H 6.306 -0.395 -0.614 -0.04 -0.10 0.00
H 6.884 0.435 -3.301 0.00 0.07 0.01
H 5.476 0.838 -2.356 0.03 0.06 -0.03
H 6.048 -1.732 -3.871 -0.02 0.00 -0.07
H 4.746 -0.536 -4.159 0.23 0.06 -0.43
H 4.028 -2.713 -3.001 0.13 -0.10 0.06
H 4.848 -2.058 -1.571 0.02 -0.14 -0.01
H 3.506 0.133 -2.228 0.11 0.11 0.13
H 2.515 -0.941 -3.162 -0.06 0.18 0.01
H 3.007 -1.754 -0.326 0.06 0.25 0.16
H 0.983 -2.776 -0.375 0.01 0.03 0.03
H 1.588 -2.990 -2.008 -0.01 -0.10 0.06
H -0.134 -1.791 -2.940 0.18 0.19 -0.05
H -1.217 -2.532 -0.348 -0.09 0.06 -0.01
H -1.112 -3.481 -1.649 0.08 -0.06 -0.03
H -1.126 -0.307 -0.607 0.10 0.03 0.04
H -1.616 1.438 -2.268 0.14 0.01 0.08
H -0.723 0.517 -3.495 0.09 -0.02 0.05
H -2.407 -1.359 -3.133 0.05 -0.07 0.06
H -2.957 0.137 -3.842 -0.12 -0.03 0.00
H -4.119 0.626 -1.997 -0.12 0.06 0.27
H -4.138 -1.022 -1.852 -0.18 0.09 0.02
H 0.264 1.368 -0.319 0.11 -0.02 0.10
H 2.388 1.651 -2.102 0.16 -0.13 0.00
H 1.099 1.198 -3.162 0.01 0.08 -0.04
H 1.246 -0.470 0.510 -0.28 -0.02 0.10
H 3.885 1.134 -0.407 -0.18 -0.29 -0.43
C 2.509 -0.558 5.045 -0.21 -0.07 0.04
O 2.307 -1.162 6.090 0.05 0.04 0.11
N 2.735 -1.228 3.875 0.10 -0.10 0.19
N 2.488 0.798 4.967 0.05 0.01 -0.02
H 2.802 -0.776 2.989 0.00 0.16 -0.28
H 2.765 -2.230 3.915 0.24 -0.01 0.08
H 2.297 1.311 5.810 -0.02 0.00 0.02
H 2.622 1.303 4.112 0.00 -0.01 -0.02
C -0.655 -1.214 2.692 -0.33 -0.45 0.27
O 0.196 -0.708 1.942 0.07 0.01 -0.07
N -1.981 -0.997 2.521 0.40 0.08 -0.07
N -0.286 -2.029 3.724 -0.02 0.39 -0.74
H -2.689 -1.402 3.107 0.00 -0.01 0.02
H -2.261 -0.389 1.771 -0.10 0.01 -0.06
H 0.703 -2.155 3.802 0.13 -0.05 0.29
H -0.904 -2.509 4.352 -0.13 0.11 -0.02
C 0.040 -1.164 -6.299 -0.06 0.02 0.04
O 0.515 -0.924 -5.195 0.10 -0.01 0.13
N 0.325 -2.312 -6.976 0.00 0.04 -0.01
N -0.809 -0.301 -6.923 0.05 0.00 -0.02
H -0.058 -2.531 -7.875 -0.01 0.00 0.00
H 0.947 -2.965 -6.538 0.01 0.00 0.01
H -1.046 0.545 -6.441 -0.02 -0.01 0.01
H -1.217 -0.482 -7.820 -0.02 -0.01 0.01
C -2.317 0.378 7.029 -0.05 0.03 -0.01
O -3.514 0.437 6.784 0.06 -0.02 0.00
N -1.768 0.753 8.211 0.06 -0.01 0.03
N -1.426 -0.082 6.088 0.13 -0.10 0.04
H -0.785 0.683 8.427 0.03 0.07 0.02
H -2.393 1.115 8.906 -0.02 -0.02 0.00
H -1.816 -0.366 5.213 0.03 0.14 -0.06
H -0.433 -0.138 6.232 -0.01 -0.04 0.07
C -5.217 -3.705 -1.885 0.06 -0.07 -0.06
O -4.922 -2.942 -2.792 -0.02 0.05 0.09
N -6.514 -3.905 -1.500 0.03 0.03 0.04
N -4.278 -4.417 -1.196 -0.06 0.10 -0.01
H -6.783 -4.530 -0.765 0.00 -0.02 -0.01
H -7.223 -3.400 -1.998 0.00 -0.01 -0.02
H -3.315 -4.291 -1.453 0.02 -0.02 0.03
H -4.506 -5.058 -0.462 0.00 -0.04 -0.02
C -5.463 3.514 -1.349 -0.07 0.00 0.07
O -4.550 2.884 -1.864 0.04 -0.05 -0.05
N -6.486 2.908 -0.680 0.00 0.00 -0.02
N -5.534 4.875 -1.398 -0.08 0.10 0.01
H -7.232 3.419 -0.244 0.02 0.02 0.02
H -6.469 1.908 -0.617 0.00 -0.01 0.00
H -4.795 5.356 -1.874 0.02 -0.04 -0.03
H -6.279 5.401 -0.971 0.03 -0.05 0.09
C -6.481 7.484 1.415 0.12 0.07 -0.10
O -7.387 6.761 1.029 0.11 -0.08 -0.04
N -5.552 7.997 0.549 -0.04 -0.08 -0.03
N -6.316 7.838 2.720 -0.11 -0.08 0.02
H -4.789 8.587 0.820 -0.03 0.01 0.05
H -5.669 7.764 -0.418 0.03 0.09 -0.03
H -6.984 7.486 3.380 0.00 -0.01 0.01
H -5.573 8.428 3.043 -0.01 0.02 -0.01
C 5.166 2.450 -5.259 -0.08 0.05 -0.04
O 4.433 1.594 -4.782 -0.05 0.09 0.06
N 6.319 2.131 -5.919 0.02 0.03 0.07
N 4.883 3.780 -5.164 0.03 0.00 0.04
H 6.929 2.814 -6.325 -0.02 0.01 -0.02
H 6.537 1.158 -6.023 -0.03 -0.01 -0.03
H 4.039 4.040 -4.687 0.00 -0.01 0.00
H 5.466 4.498 -5.551 0.00 0.00 -0.02
C 2.349 0.913 9.519 0.02 0.02 0.02
O 1.158 1.024 9.254 -0.12 -0.02 -0.09
N 2.890 1.488 10.633 -0.02 -0.01 -0.07
N 3.208 0.224 8.719 -0.05 0.08 -0.11
H 3.859 1.411 10.877 0.00 -0.03 0.01
H 2.273 2.003 11.232 -0.01 0.00 0.00
H 2.820 -0.251 7.917 0.02 -0.13 -0.03
H 4.187 0.137 8.914 -0.01 -0.03 0.06
C -0.424 -6.233 0.101 0.01 -0.12 -0.10
O -1.112 -5.615 -0.698 -0.04 0.13 0.04
N 0.893 -6.508 -0.139 0.00 0.13 0.09
N -0.918 -6.698 1.284 0.04 0.10 0.03
H 1.470 -7.033 0.490 -0.01 -0.05 -0.02
H 1.273 -6.208 -1.017 -0.02 -0.04 -0.03
H -1.885 -6.524 1.479 -0.02 -0.03 -0.01
H -0.374 -7.222 1.943 0.00 -0.04 -0.02
```
Forces are in eV/Å.

Summary:
charge	+1
total energy	-3557.265748	Eh
2S+1	1